Density functional theory data (wB97M-V/def2-TZVPD) for 2 unconnected molecules or ions with the total composition C46H42N3S at a distorted geometry.

Last column: Löwdin charge in e.
Atoms and positions in Å:
1 C 4.94 1.70 1.27  -0.0716
2 C 4.70 1.77 -0.11  -0.0635
3 C 3.75 2.66 -0.60  -0.0449
4 C 3.05 3.48 0.28  -0.2346
5 C 1.90 4.31 -0.23  -0.1062
6 N 0.61 3.74 0.21  -0.0763
7 C -0.21 4.55 1.13  -0.1033
8 C -1.50 5.08 0.54  -0.2243
9 C -2.67 5.09 1.30  -0.0463
10 C -3.86 5.57 0.74  -0.0724
11 C -3.87 6.08 -0.56  -0.0760
12 C -2.68 6.11 -1.31  -0.0661
13 C -1.50 5.62 -0.75  -0.0349
14 C 0.26 2.50 -0.16  -0.0385
15 C -0.84 1.81 0.38  -0.1199
16 C -1.15 0.43 0.22  -0.1286
17 C -2.49 0.00 0.69  -0.1659
18 C -2.82 -1.23 1.32  -0.0204
19 C -4.11 -1.49 1.81  -0.0659
20 C -5.13 -0.56 1.61  -0.0735
21 C -4.86 0.65 0.95  -0.0660
22 C -3.56 0.93 0.54  -0.0319
23 C 3.34 3.48 1.65  -0.0340
24 C 4.26 2.55 2.14  -0.0890
25 H 5.67 0.99 1.65  0.1120
26 H 5.25 1.14 -0.80  0.1088
27 H 3.52 2.72 -1.67  0.1176
28 H 1.96 5.34 0.14  0.1322
29 H 1.92 4.33 -1.33  0.1308
30 H -0.41 3.96 2.04  0.1329
31 H 0.42 5.41 1.40  0.1311
32 H -2.64 4.74 2.34  0.1190
33 H -4.79 5.54 1.32  0.1089
34 H -4.79 6.48 -0.99  0.1085
35 H -2.67 6.51 -2.32  0.1088
36 H -0.55 5.67 -1.30  0.1132
37 H 0.95 2.01 -0.88  0.1537
38 H -1.51 2.44 0.96  0.0925
39 H -0.65 -0.02 -0.66  0.0794
40 H -2.03 -1.98 1.44  0.0839
41 H -4.29 -2.43 2.33  0.1106
42 H -6.14 -0.77 1.96  0.1087
43 H -5.64 1.38 0.75  0.1078
44 H -3.34 1.91 0.09  0.1111
45 H 2.83 4.18 2.31  0.1229
46 H 4.44 2.49 3.21  0.1005
47 C -0.59 -7.08 -2.70  -0.0795
48 C -1.84 -6.58 -2.34  -0.0682
49 C -1.98 -5.24 -1.98  -0.0252
50 C -0.87 -4.39 -2.01  -0.2424
51 C -1.02 -2.89 -1.62  -0.1454
52 C -0.85 -2.03 -2.88  -0.1570
53 C -1.15 -0.66 -2.82  -0.0528
54 C -0.68 0.21 -3.81  -0.0752
55 C -0.12 -0.32 -4.98  -0.0865
56 C -0.10 -1.70 -5.17  -0.0689
57 C -0.50 -2.56 -4.14  -0.0259
58 C -0.01 -2.57 -0.46  -0.2256
59 C 0.05 -3.66 0.60  -0.1188
60 C 1.33 -3.49 1.36  -0.1045
61 N 1.51 -2.10 1.77  -0.0129
62 C 2.44 -1.71 2.75  -0.2305
63 C 2.29 -0.36 3.08  -0.4342
64 C 3.09 0.19 4.08  -0.0970
65 C 4.12 -0.57 4.63  -0.0698
66 C 4.29 -1.91 4.25  -0.0569
67 C 3.36 -2.52 3.39  -0.0014
68 S 1.02 0.36 2.13  1.1825
69 C 0.72 -1.11 1.29  -0.5033
70 N -0.18 -1.31 0.32  0.0031
71 C 0.38 -4.88 -2.40  -0.0694
72 C 0.52 -6.23 -2.74  -0.0658
73 H -0.47 -8.13 -2.97  0.1068
74 H -2.71 -7.23 -2.32  0.1069
75 H -2.95 -4.83 -1.67  0.1199
76 H -2.04 -2.74 -1.23  0.1454
77 H -1.80 -0.30 -2.02  0.1093
78 H -0.78 1.30 -3.64  0.1061
79 H 0.25 0.36 -5.76  0.1053
80 H 0.24 -2.13 -6.11  0.1093
81 H -0.55 -3.63 -4.34  0.1148
82 H 0.96 -2.49 -0.97  0.1567
83 H -0.83 -3.59 1.24  0.1267
84 H 0.02 -4.64 0.12  0.1203
85 H 1.33 -4.12 2.26  0.1337
86 H 2.16 -3.81 0.72  0.1447
87 H 2.88 1.21 4.39  0.1108
88 H 4.79 -0.11 5.36  0.1119
89 H 5.12 -2.48 4.64  0.1094
90 H 3.35 -3.60 3.22  0.1176
91 H 1.24 -4.20 -2.48  0.1269
92 H 1.50 -6.60 -3.04  0.1080

## Properties
Kohn-Sham gap = 7.24 eV
HOMO level = -10.46 eV
total charge = +1